(1)
The following is a DFT calculation (wB97M-V/def2-TZVPD) of 8 unconnected molecules or ions with the total composition C46H43F7O3.

XYZ file:
```
99
Properties=species:S:1:pos:R:3
C 0.254 0.515 -3.639
C 0.124 -0.374 -2.346
O 0.121 0.499 -1.167
C -0.068 -0.071 -0.067
O -0.468 -1.202 0.141
O -0.065 0.849 0.826
C -0.318 0.587 2.220
H 0.883 1.371 -3.394
H -0.714 0.972 -3.843
H 0.560 -0.009 -4.545
H 1.023 -0.983 -2.445
H -0.791 -0.962 -2.414
H 0.638 0.270 2.636
H -1.166 -0.077 2.391
H -0.614 1.529 2.681
F -3.120 2.047 1.520
C -3.219 1.477 0.297
C -3.803 0.240 0.180
C -3.973 -0.317 -1.130
C -3.619 0.435 -2.266
C -3.218 1.771 -2.059
C -2.971 2.280 -0.793
H -4.254 -0.308 0.994
H -4.425 -1.291 -1.243
H -3.755 0.088 -3.280
H -2.952 2.395 -2.899
H -2.618 3.265 -0.526
F 4.151 -2.831 3.253
C 4.451 -1.621 2.660
C 3.422 -0.831 2.091
C 3.712 0.383 1.484
C 5.014 0.880 1.533
C 5.981 0.121 2.252
C 5.718 -1.042 2.832
H 2.404 -1.191 2.119
H 2.918 1.006 1.100
H 5.248 1.875 1.183
H 6.908 0.582 2.560
H 6.575 -1.412 3.376
F -3.111 -4.220 -1.200
C -2.125 -4.824 -1.945
C -0.812 -4.483 -1.640
C 0.228 -5.136 -2.359
C -0.133 -6.085 -3.403
C -1.427 -6.449 -3.652
C -2.442 -5.788 -2.942
H -0.640 -3.768 -0.849
H 1.259 -4.812 -2.359
H 0.724 -6.456 -3.944
H -1.740 -7.100 -4.455
H -3.497 -5.922 -3.134
F -0.753 -4.140 -5.551
C -0.282 -3.188 -6.363
C 0.761 -2.372 -5.886
C 1.237 -1.270 -6.552
C 0.796 -1.169 -7.857
C -0.086 -2.038 -8.425
C -0.721 -3.011 -7.660
H 1.161 -2.594 -4.908
H 2.037 -0.655 -6.166
H 1.273 -0.409 -8.457
H -0.487 -2.015 -9.428
H -1.578 -3.594 -7.962
F -2.069 -0.872 4.544
C -3.034 -1.608 4.024
C -2.829 -2.238 2.790
C -3.743 -3.107 2.319
C -4.973 -3.253 3.016
C -5.172 -2.493 4.220
C -4.226 -1.668 4.691
H -1.859 -2.248 2.314
H -3.443 -3.670 1.448
H -5.865 -3.782 2.712
H -6.071 -2.529 4.817
H -4.232 -1.076 5.595
F 3.588 6.585 1.063
C 2.465 5.757 1.042
C 2.314 4.839 0.055
C 1.176 4.026 0.020
C 0.225 4.141 1.030
C 0.331 5.057 2.021
C 1.530 5.844 2.143
H 3.061 4.732 -0.718
H 1.034 3.236 -0.703
H -0.679 3.553 1.088
H -0.454 5.157 2.757
H 1.614 6.560 2.947
F -0.140 3.125 4.590
C 1.096 3.636 4.802
C 2.131 3.073 4.066
C 3.415 3.638 4.233
C 3.612 4.724 5.096
C 2.518 5.218 5.888
C 1.254 4.629 5.742
H 1.870 2.293 3.366
H 4.205 3.188 3.650
H 4.569 5.212 5.206
H 2.749 6.018 6.577
H 0.417 4.888 6.373
```

Results
DFT total energy, hartree: -2703.3396
Kohn-Sham gap, eV: 9.47
LUMO level, eV: 0.6
Net charge: 0
Spin multiplicity: 1
Structure (SMILES): CCOC(=O)OC.Fc1ccccc1.Fc1ccccc1.Fc1ccccc1.Fc1ccccc1.Fc1ccccc1.Fc1ccccc1.Fc1ccccc1
Energy relative to the best compared isomer or geometry (same formula, charge and spin), eV: 0.000

(2)
The following is a DFT calculation (wB97M-V/def2-TZVPD) of a molecular structure, C46H44BBr2IN2O2PPbSe2.

XYZ file:
```
102
Properties=species:S:1:pos:R:3
Pb -0.310 -0.858 0.338
I -0.531 2.282 1.140
C -2.071 3.702 0.732
C -2.724 4.117 1.857
C -3.675 5.149 1.784
C -3.906 5.757 0.588
C -3.228 5.347 -0.586
C -3.473 6.032 -1.797
C -2.818 5.695 -2.945
C -1.938 4.606 -2.936
C -1.685 3.887 -1.784
P -0.639 2.416 -2.069
C -1.491 1.411 -3.300
C -0.744 0.482 -4.043
C -1.358 -0.254 -5.041
C -2.721 -0.102 -5.279
C -3.478 0.768 -4.499
C -2.877 1.510 -3.497
C 0.925 3.012 -2.766
C 1.910 3.460 -1.882
C 3.103 3.967 -2.371
C 3.320 4.026 -3.742
C 2.342 3.582 -4.623
C 1.148 3.066 -4.145
C -2.292 4.263 -0.555
H -2.504 3.668 2.817
H -4.188 5.469 2.680
H -4.603 6.582 0.513
H -4.192 6.842 -1.790
H -2.986 6.239 -3.865
H -1.451 4.334 -3.861
H 0.317 0.367 -3.852
H -0.773 -0.936 -5.645
H -3.194 -0.668 -6.072
H -4.540 0.874 -4.679
H -3.472 2.190 -2.904
H 1.741 3.428 -0.812
H 3.859 4.324 -1.685
H 4.252 4.422 -4.126
H 2.501 3.644 -5.692
H 0.400 2.723 -4.848
Br 5.363 0.233 4.579
C 3.860 -0.004 3.492
C 3.669 0.775 2.361
C 2.548 0.534 1.597
N 1.629 -0.391 1.900
C 1.798 -1.123 3.012
C 2.916 -0.968 3.817
C 0.720 -2.092 3.352
C 0.693 -2.737 4.580
C -0.336 -3.620 4.872
Br -0.391 -4.483 6.527
C -1.319 -3.844 3.919
C -1.223 -3.158 2.729
N -0.243 -2.298 2.438
H 4.382 1.537 2.081
H 2.382 1.100 0.689
H 3.076 -1.584 4.688
H 1.455 -2.564 5.323
H -2.132 -4.532 4.103
H -1.967 -3.320 1.961
C -1.134 -3.645 -2.570
Se -1.345 -3.563 -0.638
C -3.300 -3.335 -0.566
C -3.847 -2.001 -1.035
Se -3.354 -0.411 0.001
C -4.143 -0.869 1.718
H -1.345 -4.659 -2.897
H -0.103 -3.392 -2.806
H -1.807 -2.938 -3.046
H -3.590 -3.554 0.460
H -3.708 -4.133 -1.187
H -4.937 -2.031 -1.008
H -3.541 -1.765 -2.054
H -5.194 -1.097 1.558
H -4.056 0.010 2.352
H -3.635 -1.709 2.182
C 3.804 0.795 -7.361
C 4.529 -0.351 -6.625
C 6.035 -0.152 -6.798
C 4.140 -1.685 -7.279
C 4.091 -0.320 -5.165
C 4.964 0.061 -4.138
C 4.581 0.136 -2.801
C 3.274 -0.175 -2.525
O 2.596 -0.183 -1.301
B 1.339 -0.593 -1.617
O 1.156 -0.845 -2.942
C 2.400 -0.566 -3.524
C 2.770 -0.648 -4.841
H 4.073 0.780 -8.418
H 4.099 1.762 -6.946
H 2.718 0.694 -7.281
H 6.281 -0.207 -7.858
H 6.602 -0.932 -6.285
H 6.368 0.823 -6.438
H 4.469 -1.688 -8.318
H 3.062 -1.856 -7.277
H 4.622 -2.521 -6.768
H 5.989 0.303 -4.379
H 5.282 0.418 -2.027
H 2.060 -0.955 -5.599
```

Results
DFT total energy, hartree: -12846.0791
Kohn-Sham gap (alpha / beta), eV: 5.06 / 5.49
LUMO level (alpha / beta), eV: -10.0 / -9.7
Net charge: +3
Spin multiplicity: 1

(3)
The following is a DFT calculation (wB97M-V/def2-TZVPD) of a molecular structure, C46H44I4LaN8O2Si.

XYZ file:
```
106
Properties=species:S:1:pos:R:3
La 0.248 -0.533 0.216
I 3.887 -0.904 -6.928
C 2.756 -1.274 -5.184
C 3.203 -2.209 -4.265
C 2.447 -2.435 -3.133
I 2.877 -4.065 -1.880
C 1.256 -1.718 -2.830
O 0.609 -1.876 -1.730
C 0.788 -0.861 -3.870
C -0.602 -0.315 -3.735
N -0.794 0.569 -2.583
C -2.186 0.990 -2.500
C -3.084 -0.132 -2.046
C -4.300 -0.362 -2.681
C -5.143 -1.344 -2.185
C -4.742 -2.055 -1.067
C -3.507 -1.763 -0.506
N -2.687 -0.833 -0.986
C 1.537 -0.639 -5.011
H 4.112 -2.768 -4.439
H -0.886 0.191 -4.671
H -1.287 -1.158 -3.600
H -0.213 1.393 -2.696
H -2.256 1.790 -1.763
H -2.558 1.377 -3.460
H -4.578 0.224 -3.547
H -6.095 -1.542 -2.661
H -5.366 -2.821 -0.628
H -3.162 -2.296 0.372
H 1.157 0.022 -5.782
C 2.780 6.449 3.070
C 2.503 4.986 2.831
C 2.372 4.082 3.884
C 2.074 2.760 3.656
C 1.885 2.214 2.354
N 1.520 0.939 2.115
C 1.163 0.114 3.168
C 0.196 0.460 4.129
C -0.121 -0.375 5.175
C 0.503 -1.614 5.327
C 0.166 -2.500 6.497
C 1.429 -1.993 4.373
C 1.749 -1.161 3.305
N 2.783 -1.546 2.408
C 3.955 -2.130 2.737
C 4.723 -2.176 1.597
C 3.916 -1.594 0.609
N 2.751 -1.216 1.107
C 2.191 3.117 1.295
C 2.421 4.468 1.552
N 2.374 2.681 -0.051
C 3.149 3.324 -0.959
C 3.082 2.627 -2.141
C 2.243 1.548 -1.853
N 1.822 1.586 -0.592
H 2.827 6.656 4.139
H 2.002 7.084 2.638
H 3.734 6.749 2.628
H 2.493 4.434 4.904
H 1.979 2.091 4.499
H -0.300 1.417 4.019
H -0.875 -0.072 5.894
H 0.427 -2.008 7.437
H 0.708 -3.444 6.445
H -0.903 -2.719 6.520
H 1.910 -2.963 4.442
H 4.179 -2.432 3.745
H 5.711 -2.586 1.486
H 4.148 -1.408 -0.427
H 2.535 5.149 0.717
H 3.732 4.192 -0.713
H 3.570 2.863 -3.071
H 1.957 0.735 -2.502
I -3.681 -0.412 3.586
C -3.160 1.413 2.690
C -3.816 2.589 3.035
C -3.473 3.765 2.416
I -4.507 5.515 3.010
C -2.485 3.803 1.413
C -2.099 4.961 0.702
C -1.159 4.876 -0.285
C -0.589 3.625 -0.571
N -0.900 2.529 0.074
C -1.824 2.590 1.059
C -2.134 1.344 1.732
O -1.529 0.259 1.461
H -4.594 2.567 3.785
H -2.559 5.910 0.947
H -0.855 5.754 -0.839
H 0.155 3.539 -1.361
C -1.027 -4.531 3.571
Si -0.303 -4.367 1.815
C 1.498 -4.953 2.001
C -1.150 -5.770 0.824
C -0.679 -2.730 1.044
H -1.047 -5.579 3.885
H -2.048 -4.142 3.620
H -0.432 -3.976 4.298
H 1.501 -5.988 2.356
H 2.059 -4.353 2.722
H 2.040 -4.923 1.054
H -0.941 -6.762 1.237
H -0.815 -5.766 -0.218
H -2.235 -5.632 0.823
H -1.483 -2.298 1.661
H -1.117 -2.984 0.065
```

Results
DFT total energy, hartree: -3879.9493
Kohn-Sham gap, eV: 6.14
LUMO level, eV: 1.9
Net charge: -1
Spin multiplicity: 1
Energy relative to the best compared isomer or geometry (same formula, charge and spin), eV: 0.339

(4)
The following is a DFT calculation (wB97M-V/def2-TZVPD) of a molecular structure, C46H45CsN5O6P.

XYZ file:
```
104
Properties=species:S:1:pos:R:3
Cs 1.397 -0.396 0.732
C -2.500 7.394 1.395
C -3.059 6.101 1.385
N -3.074 5.328 0.331
C -2.522 5.764 -0.825
C -1.952 7.064 -0.929
C -1.957 7.866 0.236
C -1.406 7.521 -2.148
C -1.435 6.672 -3.229
C -1.980 5.392 -3.161
C -2.522 4.856 -1.972
N -2.936 3.596 -1.817
C -3.343 2.863 -2.881
C -4.064 3.396 -3.956
C -4.604 2.600 -4.972
C -4.450 1.240 -4.976
C -3.723 0.637 -3.924
C -3.541 -0.766 -3.861
C -2.858 -1.320 -2.826
C -2.318 -0.459 -1.840
N -2.444 0.843 -1.875
C -3.153 1.421 -2.888
H -2.505 7.982 2.305
H -3.502 5.696 2.293
H -1.513 8.855 0.189
H -0.965 8.510 -2.205
H -1.007 6.995 -4.174
H -1.945 4.762 -4.039
H -4.233 4.465 -3.978
H -5.167 3.084 -5.765
H -4.876 0.618 -5.756
H -3.964 -1.379 -4.651
H -2.691 -2.385 -2.721
H -1.792 -0.947 -1.022
C 4.797 -2.122 3.557
C 4.409 -1.206 2.396
O 3.496 -0.411 2.608
C 5.139 -1.330 1.139
C 6.226 -2.230 1.077
C 7.037 -2.364 -0.022
C 6.777 -1.549 -1.144
C 5.738 -0.669 -1.147
C 4.823 -0.526 -0.033
O 3.826 0.226 -0.133
H 4.119 -1.913 4.381
H 5.825 -1.949 3.882
H 4.710 -3.174 3.279
H 6.437 -2.848 1.940
H 7.854 -3.074 -0.025
H 7.411 -1.628 -2.023
H 5.525 -0.051 -2.012
C -3.185 2.392 1.373
C -1.847 2.010 1.133
N -1.037 1.566 2.063
C -1.500 1.496 3.331
C -2.808 1.864 3.677
C -3.664 2.311 2.646
C -3.235 1.803 5.043
C -2.395 1.407 6.022
C -1.050 1.021 5.711
C -0.144 0.612 6.704
C 1.126 0.251 6.350
C 1.475 0.287 4.988
N 0.652 0.662 4.038
C -0.598 1.043 4.376
H -3.751 2.769 0.533
H -1.486 2.092 0.114
H -4.681 2.601 2.890
H -4.255 2.095 5.271
H -2.718 1.371 7.057
H -0.469 0.591 7.740
H 1.854 -0.067 7.085
H 2.464 -0.011 4.654
C 0.137 -6.513 -0.766
C 0.624 -5.587 0.345
C 1.921 -6.113 0.948
C -0.438 -5.439 1.432
O 0.979 -4.319 -0.223
P -0.121 -3.157 -0.570
O -1.234 -3.739 -1.368
O -0.392 -2.351 0.654
O 0.831 -2.196 -1.464
C 1.487 -2.462 -2.721
C 2.862 -3.049 -2.422
C 0.679 -3.393 -3.614
C 1.624 -1.087 -3.364
H -0.129 -7.492 -0.358
H 0.928 -6.648 -1.508
H -0.730 -6.069 -1.254
H 1.771 -7.107 1.376
H 2.270 -5.439 1.731
H 2.692 -6.173 0.179
H -0.611 -6.407 1.912
H -1.377 -5.083 1.007
H -0.114 -4.717 2.180
H 2.761 -4.004 -1.907
H 3.432 -2.369 -1.786
H 3.421 -3.198 -3.350
H 0.569 -4.379 -3.164
H 1.200 -3.492 -4.571
H -0.319 -2.994 -3.788
H 2.218 -0.434 -2.722
H 0.639 -0.641 -3.508
H 2.122 -1.167 -4.334
```

Results
DFT total energy, hartree: -2866.9198
Kohn-Sham gap, eV: 5.02
LUMO level, eV: 3.6
Net charge: -2
Spin multiplicity: 1
Energy relative to the best compared isomer or geometry (same formula, charge and spin), eV: 0.000